50
Properties=species:S:1:pos:R:3:forces:R:3 method="wB97M-V/def2-TZVPD" charge=+1 homo_lumo_gap_ev=7.985
C 0.80623 0.39451 -1.04110 -0.262 1.432 0.374
C 2.18695 -0.14021 -1.22295 1.169 -0.633 -0.437
C 2.41621 -1.53620 -0.60317 0.295 -0.347 1.542
N -0.44356 -3.45275 1.03942 0.362 -0.153 0.196
C 0.74055 -3.14528 0.35576 -1.324 0.194 -0.132
C 1.30891 -1.94036 0.36022 1.349 -0.070 -0.241
N -0.19497 -0.51521 -1.65826 0.287 0.653 -0.833
H 0.74279 1.41867 -1.39354 -0.191 -0.039 -1.115
H 0.50163 0.61394 -0.02562 0.166 -0.841 0.640
H 2.49849 -0.16480 -2.26327 -0.681 -0.197 -0.651
H 2.97128 0.55195 -0.90811 -0.576 0.079 0.751
H 3.30879 -1.44936 0.01566 0.230 0.091 -0.051
H 2.67963 -2.36958 -1.25457 -0.378 0.283 -0.585
H -0.62962 -2.88640 1.85319 0.001 0.027 0.105
H -0.61571 -4.43504 1.18690 0.047 0.057 0.119
H 1.01244 -3.94060 -0.32779 0.204 0.180 -0.270
H 1.18165 -1.23003 1.17377 -0.718 -0.199 -0.146
H -0.34058 -1.31974 -1.03949 0.151 -0.282 -0.244
H -1.10520 -0.11257 -1.87705 -0.012 0.193 0.444
H 0.16421 -0.77094 -2.58277 -0.021 -0.455 0.026
H -2.98233 2.64420 -1.04898 -0.025 0.214 0.006
H -1.83822 1.82513 -0.45664 -0.027 0.213 0.139
O -2.67247 1.74434 -0.92942 0.170 -0.279 -0.063
H -0.47830 0.20219 2.89803 0.494 0.885 1.139
H 1.11394 -0.04690 3.43328 -0.717 1.130 0.582
O 0.36678 -0.24404 2.87649 0.132 -2.091 -1.560
H 4.50403 0.39561 1.10370 0.347 0.106 0.206
H 5.67866 0.88887 0.18651 0.051 -0.030 0.344
O 4.76814 0.58581 0.20185 -0.148 0.016 -0.408
H 0.00026 3.13512 4.28171 0.037 -0.227 0.567
H -0.11020 3.02284 2.81786 0.523 -0.729 -0.082
O 0.06707 2.46076 3.60034 -0.440 0.938 -0.310
H -1.94403 5.45079 -0.28558 0.590 -0.259 -0.586
H -2.45860 4.81378 0.88761 0.209 -0.758 0.289
O -1.83458 4.60259 0.17278 -1.020 1.038 0.211
H -3.00218 -1.41155 -0.07643 0.042 -0.134 -0.068
H -3.13567 -0.06557 -0.81887 -0.002 -0.084 -0.071
O -2.77399 -0.96557 -0.89990 -0.329 0.108 0.205
H -3.10663 -1.32898 4.22974 0.002 0.046 0.033
H -1.57579 -1.38827 4.25121 0.018 0.070 0.005
O -2.31952 -0.90986 3.86830 0.005 -0.103 -0.124
H -0.19254 4.04112 0.71259 0.366 -0.003 0.053
H 1.17053 4.38556 1.34442 0.084 -0.071 -0.053
O 0.62180 3.64062 1.07687 -0.451 0.140 -0.126
H -0.33684 -1.62480 -4.62217 -0.244 -0.360 -0.312
H -0.18943 -0.33041 -5.49190 0.037 -0.188 -0.153
O -0.22211 -0.67555 -4.59846 0.145 0.457 0.653
H -2.33669 -2.12145 -2.44869 -0.460 -0.414 -0.005
H -2.22606 -3.50834 -3.23133 -0.392 0.147 0.117
O -1.74513 -2.78801 -2.82216 0.903 0.249 -0.119


51
Properties=species:S:1:pos:R:3:forces:R:3 method="wB97M-V/def2-TZVPD" charge=-1 homo_lumo_gap_ev=6.489
C -1.36431 -0.12317 -1.76459 -2.074 2.552 -1.010
N -0.25260 -0.34191 -0.90817 1.426 -0.156 -1.153
C -0.28476 -0.12190 0.51543 -2.788 -1.206 1.552
C 0.45100 1.00991 1.15565 0.646 1.335 0.237
S -0.25236 1.50537 2.78294 0.271 -0.069 -0.111
C 0.13810 -1.42057 1.25463 1.117 0.727 1.015
C -1.48622 1.34252 -2.31890 1.031 -0.792 -1.363
N -0.43324 1.58386 -3.36577 0.357 -0.265 0.887
H -2.38136 -0.20760 -1.37319 0.403 -0.830 1.081
H -1.37848 -0.78124 -2.61944 0.380 -0.397 -0.395
H 0.61933 0.00210 -1.36342 -1.361 -0.138 1.080
H -1.38153 0.08270 0.86618 1.556 -0.549 -1.133
H 0.52369 1.86446 0.45789 -0.219 -0.335 0.130
H 1.47586 0.71934 1.36274 0.092 0.014 -0.310
H -0.41398 -1.51269 2.18400 -0.594 -0.440 -0.099
H 0.21856 -2.33533 0.66636 -0.433 0.151 0.012
H 1.13919 -1.23015 1.70025 -0.088 -0.293 -0.578
H -2.38416 1.56638 -2.89582 -0.601 -0.530 0.604
H -1.46329 2.01564 -1.46865 0.393 0.395 0.014
H 0.17242 2.33882 -3.08225 0.162 0.213 -0.017
H 0.17213 0.75733 -3.42392 -0.295 0.403 -0.110
H 3.19694 1.13240 -1.03204 -0.722 0.885 -0.340
H 2.98394 -0.18319 -0.68504 -0.837 -0.555 0.352
O 2.40374 0.58425 -0.90749 2.076 -0.276 -0.356
H 2.58804 -0.24813 3.35494 -0.100 0.028 -0.114
H 3.27822 0.76927 2.47421 -0.106 0.072 0.149
O 3.37984 -0.12807 2.81292 0.192 0.025 -0.128
H -3.27486 1.05409 1.52688 -0.210 0.051 0.270
H -3.23845 0.24144 2.80249 0.070 0.054 -0.205
O -3.71376 0.29649 1.96134 0.048 -0.235 0.013
H 3.74674 -2.06195 0.20597 0.214 -0.154 -0.500
H 3.97565 -0.87250 1.01313 0.372 0.239 -0.150
O 4.22636 -1.22186 0.12809 -0.730 -0.274 0.892
H 1.63874 -0.61462 -2.49574 0.231 -0.249 -0.287
H 2.54037 -1.54984 -3.27734 -0.229 0.155 -0.168
O 1.61956 -1.25447 -3.22805 0.424 -0.066 0.206
H 0.51824 -4.04528 -1.37982 0.159 0.240 -0.252
H 1.82405 -3.38090 -1.94143 -0.514 0.161 -0.194
O 1.48806 -4.05011 -1.34273 0.524 -0.499 0.457
H -1.93145 -2.81351 -1.26771 0.068 -0.630 -0.354
H -0.54283 -2.39439 -1.32037 0.212 -0.217 -0.345
O -1.07885 -3.17891 -1.58519 -0.511 1.113 0.659
H -2.06439 2.41258 0.37918 -0.603 0.209 -0.254
H -1.70627 2.66888 1.75162 -0.568 -0.231 0.772
O -2.50343 2.80136 1.15497 1.053 -0.131 -0.569
H -3.64169 -1.72442 0.87890 0.382 0.095 0.073
H -2.73511 -2.98731 0.57025 -0.310 0.462 0.302
O -3.33962 -2.33385 0.18810 0.029 -0.418 -0.266
H -0.65448 4.19082 0.88597 0.334 -0.178 0.035
H 0.73617 3.57372 0.56932 -0.197 -0.140 0.312
O 0.25331 4.40032 0.62063 -0.134 0.670 -0.343


51
Properties=species:S:1:pos:R:3:forces:R:3 method="wB97M-V/def2-TZVPD" spin_multiplicity=2 homo_lumo_gap_ev="2.473 / 10.252" s2=0.75
N -0.13546 0.86591 -0.01285 -0.855 -0.618 0.904
C 0.38773 0.51261 1.34186 0.221 -0.368 -0.280
C 1.90788 0.47635 1.27154 2.460 2.650 2.648
C 2.61913 1.59441 0.48469 0.447 0.985 -0.124
C 2.49400 -0.84124 0.89315 -0.546 -0.776 -0.001
C -0.11608 1.61104 2.29545 -0.844 0.374 1.313
N -0.74285 1.31267 3.49354 0.321 -0.367 -0.193
O 0.04241 2.77664 2.00927 0.473 0.470 -0.652
H -1.14987 0.97351 -0.05090 -0.353 0.208 0.174
H 0.03918 0.29485 -0.84263 0.444 -1.157 0.103
H 0.29234 1.70282 -0.33825 0.295 1.413 0.218
H 0.08653 -0.48732 1.68852 -0.295 0.506 -0.566
H 2.20144 0.81459 2.34159 -0.475 -1.254 -1.565
H 2.46457 2.54570 1.02452 -0.830 0.046 -0.991
H 2.41115 1.57865 -0.61223 -0.098 0.444 0.771
H 3.73478 1.61534 0.55076 -0.665 -1.082 0.039
H 2.30591 -1.51871 1.77467 0.094 -0.069 -1.460
H 1.94102 -1.06616 -0.06172 0.885 -0.903 1.010
H 3.59080 -0.77447 0.70496 -0.887 -0.049 0.151
H -1.18484 0.41960 3.66286 0.329 0.116 -0.146
H -0.86355 2.04735 4.20865 0.196 -0.618 -1.108
H -0.34262 4.25284 -1.39474 -0.270 0.654 0.470
H 0.16713 4.47707 -2.85993 -0.092 0.242 0.169
O -0.01391 3.82845 -2.17562 0.378 -1.068 -0.582
H 0.32692 -1.43831 -2.23342 -0.157 0.095 -0.730
H -0.59399 -2.28943 -1.31160 1.301 1.426 -0.648
O 0.30042 -1.84711 -1.37223 -1.324 -1.060 0.926
H 1.24557 -5.04581 1.64454 0.490 -0.582 0.278
H 0.08001 -4.09406 1.59307 0.688 0.034 -0.564
O 0.89333 -4.34692 1.10631 -1.005 0.535 0.354
H 0.20990 1.71845 -2.59786 -0.100 1.421 0.209
H 0.02869 0.44281 -3.27283 -0.182 -0.514 -0.004
O 0.42483 0.80293 -2.46157 0.270 -0.656 -1.024
H -2.93003 0.27171 1.65103 -0.511 -0.385 -0.173
H -2.45377 -1.21326 1.30061 -0.661 -0.451 -0.250
O -2.19242 -0.31387 1.47053 0.709 0.596 0.360
H 2.80192 2.73967 3.70777 -1.263 0.144 0.511
H 3.11473 1.39989 3.89873 -0.282 -0.977 0.582
O 2.34845 1.95496 4.09669 1.717 1.051 -0.684
H -2.46758 -2.13629 -3.27798 0.882 -0.245 0.249
H -2.87955 -3.13946 -2.03654 0.616 0.414 -0.426
O -3.15293 -2.55785 -2.75922 -1.437 -0.116 0.269
H -3.23705 1.95068 -1.64557 0.308 0.435 0.153
H -3.09300 0.48466 -1.59383 0.634 0.100 0.392
O -2.67512 1.29159 -1.21255 -0.932 -0.601 -0.543
H -0.87595 -3.52229 -0.46001 0.170 -1.533 0.740
H -1.92861 -4.25002 0.60236 0.567 -0.663 -0.565
O -1.62903 -3.46881 0.13855 -0.931 1.709 0.186
H -2.00361 -0.58575 -4.86424 -0.528 0.351 0.117
H -0.59425 -0.98474 -5.12720 0.151 -0.177 0.210
O -1.20471 -0.83592 -4.38070 0.476 -0.130 -0.230


50
Properties=species:S:1:pos:R:3:forces:R:3 method="wB97M-V/def2-TZVPD" smiles=CSCC[C@@H](C)N.O.O.O.O.O.O.O.O.O.O homo_lumo_gap_ev=8.910
C 1.93278 -1.74879 -0.45367 0.319 -0.358 2.840
S 0.62555 -0.99023 0.62978 0.619 -0.407 -0.797
C 0.46884 0.68779 -0.00434 -0.792 -0.846 0.121
C -0.70252 1.30942 0.73959 -0.169 1.695 0.282
C -2.09212 0.66787 0.57745 -0.731 0.479 0.443
C -3.10576 1.45605 1.41415 0.276 0.066 -0.561
N -2.57770 0.63733 -0.80045 1.034 -1.553 -0.303
H 1.53405 -2.51644 -1.09581 0.044 0.224 -0.608
H 2.73916 -1.11346 -0.82344 -0.638 0.306 -0.488
H 2.44044 -2.24404 0.40208 0.059 -0.386 -0.834
H 0.27096 0.63993 -1.07312 0.087 0.085 -0.069
H 1.42863 1.14838 0.16604 -0.289 0.652 -0.048
H -0.50497 1.51031 1.80333 0.230 -0.750 -0.057
H -0.79695 2.36250 0.41545 -0.084 -0.266 -0.376
H -2.05512 -0.37255 0.95743 0.081 0.353 -0.346
H -2.84006 1.46152 2.45766 0.234 0.158 0.415
H -3.06987 2.48748 1.02052 -0.380 -0.278 0.382
H -4.11193 1.03082 1.34506 0.114 0.163 -0.249
H -1.76989 0.44519 -1.38069 -0.373 0.156 -0.530
H -3.16743 1.34348 -1.20993 0.184 0.436 0.592
O -1.35883 -4.44507 0.32100 -0.429 -0.122 0.172
H -1.77067 -4.08046 1.13837 0.532 -0.012 -0.674
H -0.40837 -4.34482 0.42611 -0.084 0.076 0.115
O -2.10227 -2.71953 2.28900 -0.024 -0.307 0.473
H -1.28567 -2.52333 2.76386 -0.137 0.195 -0.116
H -2.53354 -1.88228 2.11096 0.034 0.175 -0.007
O -0.44722 3.73409 3.60302 -0.503 -0.206 0.830
H -0.23291 4.24368 2.82592 0.451 0.016 -0.148
H 0.36089 3.31255 3.94876 -0.212 0.363 -0.831
O -0.19394 -3.22209 -2.98339 1.068 -0.061 -0.105
H -0.74268 -3.92472 -3.32502 -0.383 -0.143 0.078
H -0.47167 -3.06015 -2.07605 -0.545 -0.108 0.041
O 0.08942 -0.67386 -3.77901 0.051 0.238 0.114
H -0.29290 -1.47950 -3.36645 0.255 0.195 -0.311
H 0.56415 -1.02816 -4.54061 -0.085 0.034 0.123
O -2.38157 -2.35161 -1.76396 -0.340 -0.222 0.403
H -2.54156 -2.99173 -1.04665 0.175 0.325 -0.212
H -2.78940 -1.51746 -1.48862 0.014 0.064 0.161
O 1.72297 2.06830 3.42643 0.245 -0.273 0.316
H 2.47838 1.85822 2.84343 -0.370 0.087 0.100
H 1.70231 1.39539 4.11509 0.109 -0.009 -0.124
O 3.33795 1.85381 1.29539 0.258 -0.055 0.781
H 3.19064 1.16771 0.64241 0.207 0.118 -0.333
H 3.55801 2.70322 0.91022 -0.090 -0.052 -0.283
O 4.54023 1.55711 -1.52200 0.367 -0.273 -0.222
H 4.21349 2.00675 -0.74328 -0.055 0.063 -0.291
H 3.80225 1.46240 -2.14966 -0.119 0.116 0.351
O 2.06363 1.49113 -2.79365 0.693 -0.243 0.478
H 1.84619 2.37459 -3.08652 -0.519 -0.120 -0.358
H 1.43660 0.81328 -3.08219 -0.392 0.214 -0.332


Computed values of energy relative to the best compared isomer or geometry (same formula, charge and spin) (unit: kJ/mol) for the preceding records, in sequence: 238.7, 51.3, 45.3, 7.3.
Computed values of molecular weight (unit: g/mol) for the preceding records, in sequence: 281.3, 313.4, 297.3, 299.4.
Computed values of E (unit: hartree) for the preceding records, in sequence: -1071.98376, -1470.43920, -1147.31508, -1415.62139.